# 1
Molecular formula: H6N3OP
Method: DFT, wB97M-V/def2-TZVPD

Calculated values
maximum force: 2.74 eV Å⁻¹
gap between HOMO and LUMO (spin up / spin down): 0.294 / 0.294 Eh
ΔE to the lowest compared entry with this formula, charge and spin: 3.781 eV
highest occupied orbital energy (spin up / spin down): -0.31471 / -0.31496 Ha

```
! RIJCOSX wB97M-V def2-TZVPD def2/J DEFGRID3
* xyz 0 1
N 1.4584 -1.2149 0.7572
N 0.5213 1.4607 0.7040
N 0.7490 0.0041 -1.4717
O -2.2003 -0.5272 0.1679
P 0.5619 -0.1104 0.1607
H 1.5176 -1.2520 1.7625
H -0.0608 2.0480 0.1203
H 0.2334 1.5570 1.6727
H -0.0616 0.3821 -1.9463
H 1.0196 -0.8947 -1.8515
H -2.2711 -1.4497 0.4018
*
```

# 2
Molecular formula: C9H19AgBFO2
Method: DFT, wB97M-V/def2-TZVPD

Calculated values
maximum force: 2.90 eV Å⁻¹
gap between HOMO and LUMO (spin up / spin down): 0.236 / 0.134 Eh
highest occupied orbital energy (spin up / spin down): -0.42832 / -0.42812 Ha
expectation value of S²: 0.75

```
! RIJCOSX wB97M-V def2-TZVPD def2/J DEFGRID3
* xyz 1 2
C 4.8377 -1.7546 -0.3865
O 3.8535 -0.7567 -0.6487
C 3.9489 0.3434 0.2348
C 2.5741 0.9975 0.5638
C 1.4017 0.4928 -0.3058
C -0.0028 0.6964 0.3854
C -0.9690 1.4442 -0.5685
C -2.4806 1.1880 -0.1571
B -3.1094 -0.0601 -0.9586
C -3.2538 -1.4352 -0.0684
C -4.5068 -1.4837 0.7409
O -4.9393 -0.6242 1.4558
F -5.1910 -2.5957 0.6897
H 4.8597 -2.0563 0.6733
H 5.8104 -1.3830 -0.7484
H 4.5355 -2.6396 -0.9668
H 4.5506 1.1197 -0.2850
H 4.5234 0.1197 1.1517
H 2.6661 2.0796 0.3686
H 2.3802 0.9278 1.6484
H 1.3948 1.1080 -1.2209
H 1.4610 -0.5645 -0.5824
H 0.0873 1.1561 1.3801
H -0.4390 -0.3092 0.5431
H -0.7563 1.1049 -1.5920
H -0.7371 2.5211 -0.4999
H -2.5279 1.0706 0.9455
H -3.0388 2.1009 -0.4536
H -4.2204 0.2536 -1.4221
H -2.4287 -0.3772 -1.9296
H -2.3878 -1.5559 0.6087
H -3.3004 -2.2783 -0.7742
Ag -4.5956 1.1496 2.1787
*
```

# 3
Molecular formula: C20H54N2O8
Method: DFT, wB97M-V/def2-TZVPD

Calculated values
maximum force: 2.97 eV Å⁻¹
gap between HOMO and LUMO: 0.325 Eh
ΔE to the lowest compared entry with this formula, charge and spin: 0.000 eV
highest occupied orbital energy: -0.30634 Ha
SMILES: CC1(C)CCCC(C)(C)N1O.CC1(C)CCCC(C)(C)N1O.CO.CO.O.O.O.O

```
! RIJCOSX wB97M-V def2-TZVPD def2/J DEFGRID3
* xyz 0 1
C -1.1826 1.0789 -2.4335
C -2.6262 0.8945 -2.8148
C -3.5384 1.9039 -2.1205
C -2.9520 0.9494 -4.3023
C -2.1391 -0.0875 -5.0367
C -2.6746 -1.4539 -4.5971
C -2.6022 -1.6127 -3.0640
C -3.4788 -2.7423 -2.5937
C -1.1937 -2.0284 -2.6393
N -3.1158 -0.3914 -2.4233
O -2.9837 -0.5576 -0.9577
H -0.9478 0.4574 -1.5697
H -0.4255 0.8286 -3.1764
H -0.9778 2.0586 -2.0268
H -3.3714 1.9162 -1.0608
H -3.2811 2.8522 -2.5914
H -4.6101 1.6788 -2.2118
H -4.0230 0.7869 -4.3895
H -2.6975 1.9721 -4.6176
H -2.0867 0.0671 -6.1233
H -1.1172 0.0143 -4.6586
H -2.1077 -2.3430 -4.9245
H -3.7213 -1.5982 -4.9177
H -3.2548 -3.6367 -3.2112
H -4.5445 -2.5243 -2.7941
H -3.3455 -2.9504 -1.5354
H -0.4459 -1.2097 -2.6852
H -0.7928 -2.9395 -3.1044
H -1.3432 -2.2741 -1.5944
H -3.7891 -0.8989 -0.5675
C 1.8172 -0.8504 -0.7817
C 2.9767 -0.2756 -0.0320
C 2.8531 -0.6768 1.4448
C 4.3174 -0.7930 -0.6318
C 5.4974 0.0159 -0.1415
C 5.3004 1.4172 -0.5330
C 3.9761 2.0001 0.1297
C 4.2825 2.2459 1.6137
C 3.6896 3.3827 -0.4935
N 2.8704 1.1790 -0.1755
O 1.6659 1.5824 0.4425
H 1.8835 -0.5422 -1.8584
H 1.8269 -1.9520 -0.7455
H 0.9039 -0.4496 -0.3019
H 3.6076 -0.2547 2.1057
H 1.8977 -0.4530 1.8690
H 2.9516 -1.7766 1.5767
H 4.3395 -1.8623 -0.4403
H 4.1150 -0.6346 -1.7132
H 5.5775 -0.0976 0.9617
H 6.4160 -0.4093 -0.5568
H 5.0799 1.5413 -1.6099
H 6.1855 1.9828 -0.2791
H 4.5997 1.3326 2.1270
H 3.4344 2.6820 2.1495
H 5.0811 3.0093 1.7516
H 3.5130 3.2775 -1.5777
H 4.5752 4.0488 -0.3726
H 2.8741 3.9562 -0.0518
H 1.8196 1.8999 1.3491
C 0.0574 -1.9737 5.5014
O -1.0576 -2.8209 5.2709
H -0.1984 -1.3658 6.3466
H 1.0095 -2.4971 5.5921
H 0.1229 -1.2429 4.6548
H -0.8664 -3.5192 4.6525
C -1.2015 -0.8865 1.9574
O -1.3894 0.1503 1.0153
H -2.1069 -1.4232 2.2718
H -0.5105 -1.6421 1.5610
H -0.7559 -0.4054 2.8501
H -2.0453 -0.0629 0.3331
O -4.5247 -1.3821 2.6042
H -5.4949 -1.3267 2.6627
H -4.2203 -1.2852 3.5356
O -0.9019 1.2944 4.6482
H -0.4983 1.8275 3.9373
H -0.2072 1.2715 5.3292
O -0.2537 2.4691 2.2882
H -0.7994 3.1920 1.9998
H -0.4393 1.7637 1.6420
O -3.1607 -0.9792 4.9456
H -2.5445 -0.2169 4.6773
H -2.5710 -1.6743 5.2413
*
```

# 4
Molecular formula: C2H16N2O4
Method: DFT, wB97M-V/def2-TZVPD

Calculated values
maximum force: 2.85 eV Å⁻¹
gap between HOMO and LUMO: 0.364 Eh
ΔE to the lowest compared entry with this formula, charge and spin: 1.817 eV
highest occupied orbital energy: -0.34852 Ha
SMILES: NCCN.O.O.O.O

```
! RIJCOSX wB97M-V def2-TZVPD def2/J DEFGRID3
* xyz 0 1
N 0.5859 -1.5602 -1.9052
C -0.3320 -2.3290 -0.9601
C -1.1112 -1.3267 -0.1196
N -1.9271 -0.4368 -0.9622
H -0.0060 -0.9652 -2.4694
H 1.1314 -2.1640 -2.5049
H 0.2385 -3.0884 -0.4301
H -1.0363 -2.6990 -1.7090
H -1.8310 -1.9152 0.4766
H -0.6047 -0.8177 0.7036
H -1.3647 0.3085 -1.3357
H -2.7198 -0.1102 -0.4327
O 0.8790 2.1296 -0.3984
H 1.4505 1.4599 0.0269
H -0.0312 1.7920 -0.4726
O -1.1332 3.1785 1.0699
H -0.3504 2.6309 0.9384
H -1.2120 3.6258 1.9277
O 0.5426 1.3188 2.3988
H 1.1434 1.1696 1.6573
H 1.0970 1.4001 3.1971
O 1.9670 -0.4083 0.6918
H 2.9399 -0.3472 0.7384
H 1.6846 -0.8458 -0.1266
*
```

# 5
Molecular formula: C31H67BN3O16
Method: DFT, wB97M-V/def2-TZVPD

Calculated values
maximum force: 1.80 eV Å⁻¹
gap between HOMO and LUMO: 0.310 Eh
ΔE to the lowest compared entry with this formula, charge and spin: 0.000 eV
highest occupied orbital energy: -0.22810 Ha

```
! RIJCOSX wB97M-V def2-TZVPD def2/J DEFGRID3
* xyz -1 1
O -0.8123 2.1461 -1.0060
C -0.9471 1.1747 -0.3193
O -0.7611 -0.0636 -0.7196
B -0.6939 -1.0015 0.4127
O -1.0194 -0.1368 1.5899
C -1.1778 1.1141 1.2169
O -1.3496 2.0473 1.9518
O 0.6377 -1.6172 0.5222
C 0.4836 -2.8609 0.9350
O 1.3564 -3.6001 1.2793
C -1.0305 -3.2015 0.8089
O -1.6129 -2.1295 0.2800
O -1.5164 -4.2843 0.8969
C 0.8278 7.4063 -2.9282
C 0.9543 6.2020 -2.0136
C 2.4111 6.0575 -1.5739
C 2.5553 5.3360 -0.2596
C 1.7608 6.0768 0.7879
C 0.2689 6.0381 0.5234
N 0.0351 6.4377 -0.8788
O -1.3133 6.3345 -1.2255
C -0.2866 4.6478 0.8389
C -0.4132 7.0579 1.4145
C 0.4955 4.9285 -2.7551
H -0.1698 7.4634 -3.3627
H 1.5488 7.3185 -3.7501
H 1.0318 8.3236 -2.3792
H 2.9113 5.4684 -2.3508
H 2.9562 7.0070 -1.5899
H 3.5655 5.0315 0.0165
H 2.1022 4.3491 -0.4440
H 2.1149 7.1082 0.9224
H 1.9698 5.6747 1.7898
H 0.2925 3.8234 0.4380
H -0.3361 4.5409 1.9267
H -1.3177 4.5211 0.5081
H -0.2384 6.7868 2.4650
H -0.0663 8.0837 1.2960
H -1.4961 7.0360 1.2729
H 0.1296 4.1375 -2.0965
H 1.2255 4.5150 -3.4545
H -0.3526 5.1866 -3.4045
H -1.4857 5.4216 -1.5117
C 4.8914 -2.6799 3.6109
C 4.6547 -1.9518 4.9538
C 5.7101 -0.8654 5.1149
C 5.4281 0.3901 4.2787
C 4.0721 0.9181 4.7023
C 2.9596 -0.0888 4.4958
N 3.3290 -1.3742 5.1204
O 2.3227 -2.3392 4.9461
C 1.7036 0.4093 5.1950
C 2.6302 -0.2710 2.9809
C 4.8790 -2.9720 6.0681
H 4.0869 -3.3969 3.4336
H 5.8357 -3.2199 3.6129
H 4.8699 -1.9799 2.7754
H 5.9642 -0.6343 6.1547
H 6.6750 -1.2593 4.7587
H 5.4000 0.0840 3.2308
H 6.2039 1.1322 4.4634
H 3.8032 1.8278 4.1610
H 4.1741 1.1781 5.7611
H 1.7632 0.2151 6.2721
H 1.5392 1.4846 5.1272
H 0.7936 -0.0712 4.8439
H 2.8879 -1.2467 2.5638
H 1.5619 -0.1939 2.7877
H 3.1507 0.4854 2.3903
H 4.7565 -2.4870 7.0444
H 5.8653 -3.4403 6.0860
H 4.1367 -3.7736 6.0663
H 2.2537 -2.5020 3.9904
C -1.6914 -4.9220 -2.5688
C -2.7420 -4.1199 -3.3729
C -2.1358 -3.7091 -4.7140
C -2.0129 -4.7824 -5.7671
C -3.3767 -5.4758 -5.9391
C -4.1410 -5.9136 -4.6948
N -3.8934 -4.9840 -3.6146
O -4.6416 -5.2709 -2.4549
C -5.6265 -5.9170 -5.0761
C -3.6866 -7.3161 -4.3029
C -3.1604 -2.8551 -2.6382
H -0.7861 -4.3255 -2.4206
H -1.4442 -5.8218 -3.1356
H -2.0235 -5.2904 -1.5979
H -2.8067 -2.9291 -5.1134
H -1.2441 -3.1241 -4.4715
H -1.2557 -5.5093 -5.4552
H -1.7738 -4.3484 -6.7351
H -3.2390 -6.3596 -6.5706
H -3.9614 -4.7945 -6.5671
H -6.2145 -6.1250 -4.1744
H -5.9569 -4.9152 -5.3569
H -5.8285 -6.6658 -5.8369
H -2.5982 -7.3669 -4.2140
H -4.0170 -7.5276 -3.2789
H -4.0478 -8.1407 -4.9186
H -3.3593 -3.0302 -1.5814
H -4.0173 -2.3737 -3.1109
H -2.3277 -2.1462 -2.6636
H -5.3994 -4.6777 -2.5001
O -2.5993 2.7899 -3.6380
H -2.3102 1.8859 -3.4664
H -1.8705 3.1805 -4.1270
O -4.2813 -5.7163 0.3450
H -4.0900 -5.7634 -0.6011
H -3.7465 -4.9797 0.6598
O -0.7262 2.4130 4.6640
H -1.3065 3.0020 5.1524
H -1.1670 2.2591 3.8131
O -3.1710 4.6759 3.0237
H -2.3294 4.2654 2.7943
H -2.9518 5.5993 3.1760
O -0.6627 0.0753 -3.6892
H -0.2596 0.5890 -2.9795
H -0.6581 -0.8221 -3.3421
*
```

# 6
Molecular formula: C55H49AuN6P2
Method: DFT, wB97M-V/def2-TZVPD

Calculated values
maximum force: 0.95 eV Å⁻¹
gap between HOMO and LUMO: 0.190 Eh
ΔE to the lowest compared entry with this formula, charge and spin: 0.941 eV
highest occupied orbital energy: -0.45344 Ha

```
! RIJCOSX wB97M-V def2-TZVPD def2/J DEFGRID3
* xyz 2 1
Au 0.8124 1.0123 -0.2743
C 3.9393 0.2169 -0.8332
N 2.9225 1.2521 -0.7613
C 3.1951 2.4607 -1.1487
C 2.2035 3.4401 -1.1826
C 2.2322 4.8123 -1.4748
C 0.9410 5.2789 -1.2791
C 0.1645 4.1789 -0.8807
N 0.9217 3.0831 -0.8298
C 3.7821 -0.6769 -2.0527
C 4.0738 -2.0330 -1.9829
C 3.9647 -2.8329 -3.1122
C 3.5609 -2.2848 -4.3206
C 3.2820 -0.9281 -4.3999
C 3.3945 -0.1293 -3.2718
H 3.9258 -0.3777 0.0842
H 4.9190 0.7007 -0.8912
H 4.2079 2.7290 -1.4432
H 3.0999 5.3749 -1.7814
H 0.5786 6.2846 -1.4137
H -0.8880 4.1581 -0.6388
H 4.4101 -2.4662 -1.0474
H 4.2082 -3.8864 -3.0488
H 3.4828 -2.9060 -5.2033
H 2.9926 -0.4851 -5.3440
H 3.1835 0.9310 -3.3480
C -0.4908 1.1029 3.5415
N -1.7190 0.6908 2.9145
C -2.1049 1.5194 1.8089
P -1.5406 0.9156 0.1196
C -2.3954 -0.6660 -0.0613
C -1.8365 -1.8355 0.4493
C -2.5344 -3.0261 0.3606
C -3.7914 -3.0492 -0.2283
C -4.3536 -1.8805 -0.7244
C -3.6566 -0.6876 -0.6511
C -2.2647 2.0843 -1.0492
C -1.7543 2.0348 -2.3519
C -2.1757 2.9434 -3.3052
C -3.0959 3.9253 -2.9622
C -3.5999 3.9855 -1.6705
C -3.1889 3.0728 -0.7110
C -2.4890 -0.3937 3.3737
C -3.8295 -0.5499 3.0002
C -4.5767 -1.6262 3.4442
C -4.0238 -2.5818 4.2820
C -2.7139 -2.4154 4.6983
C -1.9585 -1.3386 4.2621
P 1.0543 1.0833 2.4427
C 1.8651 2.5862 3.0687
C 2.4025 3.5117 2.1789
C 2.9809 4.6808 2.6527
C 3.0201 4.9316 4.0145
C 2.4995 4.0020 4.9081
C 1.9269 2.8318 4.4433
C 2.0527 -0.2697 3.1376
C 1.4886 -1.5384 3.2912
C 2.2534 -2.5852 3.7793
C 3.5942 -2.3846 4.0823
C 4.1689 -1.1357 3.8955
C 3.4042 -0.0779 3.4245
H -0.2809 0.5211 4.4310
H -0.5730 2.1544 3.8330
H -1.6691 2.5153 1.9327
H -3.1855 1.6249 1.7347
H -0.8731 -1.8051 0.9398
H -2.1051 -3.9357 0.7603
H -4.3445 -3.9775 -0.2849
H -5.3375 -1.8958 -1.1748
H -4.0964 0.2276 -1.0299
H -1.0144 1.2831 -2.6073
H -1.7822 2.8936 -4.3117
H -3.4170 4.6470 -3.7011
H -4.3161 4.7512 -1.4041
H -3.5971 3.1509 0.2873
H -4.3253 0.1782 2.3755
H -5.6119 -1.7080 3.1385
H -4.6097 -3.4237 4.6239
H -2.2686 -3.1259 5.3827
H -0.9487 -1.2543 4.6366
H 2.3681 3.3164 1.1177
H 3.3963 5.3965 1.9552
H 3.4598 5.8474 4.3856
H 2.5420 4.1905 5.9726
H 1.5495 2.1019 5.1493
H 0.4451 -1.7027 3.0400
H 1.8035 -3.5588 3.9282
H 4.1890 -3.2018 4.4679
H 5.2160 -0.9819 4.1209
H 3.8501 0.8998 3.2950
C 1.4145 -3.2876 0.0297
C 1.4302 -1.9130 0.1042
N 0.8768 -1.1488 -0.8430
C 0.3413 -1.7081 -1.9322
C 0.3533 -3.0880 -2.1322
C 0.8782 -3.8745 -1.1002
C -0.0047 -3.7984 -3.3701
C -0.9215 -3.6416 -4.3309
C -2.0142 -2.6864 -4.5305
C -2.9069 -2.9372 -5.5760
C -3.9556 -2.0515 -5.7504
N -4.1160 -1.0004 -4.9561
C -3.2180 -0.8374 -3.9992
N -2.1766 -1.6186 -3.7436
H 1.8544 -3.8807 0.8196
H 1.8757 -1.4014 0.9464
H -0.0779 -1.0499 -2.6767
H 0.8691 -4.9530 -1.2009
H 0.6227 -4.6753 -3.4991
H -0.9044 -4.4001 -5.1055
H -2.7788 -3.7931 -6.2236
H -4.6858 -2.1784 -6.5409
H -3.3470 0.0273 -3.3622
*
```